(1)
C5H10NO | ωB97M-V with the def2-TZVPD basis set

```
17
C5H10NO (ωB97M-V with the def2-TZVPD basis set)
C 1.16734 -1.12974 1.55181
C 0.87266 -0.54933 0.30511
N 1.92818 0.04058 -0.38970
C -0.31478 -0.90924 -0.52295
C -1.52888 0.04966 -0.33476
C -1.16262 1.52898 -0.34129
O -2.22862 2.28802 -0.11339
H 1.28188 -0.50639 2.42349
H 1.56541 -2.13514 1.63433
H 1.72241 0.53582 -1.25117
H 2.61725 0.40263 0.25735
H -0.03981 -0.86271 -1.57443
H -0.64479 -1.92515 -0.28221
H -2.05344 -0.20465 0.59807
H -2.27217 -0.15809 -1.12470
H -0.51424 1.80498 -1.30589
H -0.39578 1.72975 0.47034
```

Values from the calculation:
HOMO, eV: -2.407
LUMO level, eV: 3.70
Relative energy (zero: lowest compared OMol25 entry of this formula, charge and spin), kcal per mole: 63.1
Total charge: -1



(2)
C7H9ClN2 | ωB97M-V with the def2-TZVPD basis set

```
19
C7H9ClN2 (ωB97M-V with the def2-TZVPD basis set)
Cl 3.94968 -1.57757 -0.24727
C 2.76043 -0.78127 0.92341
N 2.28516 0.38753 0.83531
C 2.29360 1.23525 -0.19635
C 1.29999 1.45860 -1.12401
C 0.04858 0.80652 -0.96977
N -0.08366 -0.16499 -0.18232
C -1.28190 -0.87221 0.16116
C -2.34593 -0.43183 1.10357
C -2.72434 -0.53146 -0.34417
H 2.54339 -1.44930 1.74972
H 3.24340 1.72831 -0.30700
H 1.46515 2.36341 -1.81151
H -0.83068 1.34287 -1.44954
H -1.08608 -1.95700 0.12334
H -2.34174 0.56550 1.64593
H -2.76889 -1.27006 1.53429
H -3.44828 -1.20873 -0.53367
H -2.97788 0.35643 -0.91111
```

Values from the calculation:
HOMO, eV: -8.673
LUMO level, eV: 0.48
Relative energy (zero: lowest compared OMol25 entry of this formula, charge and spin), kcal per mole: 88.6
Total charge: 0



> The lowest LUMO level belongs to which entry?

C7H9ClN2